--- a ---
C4H9NOS | wB97M-V/def2-TZVPD

* HOMO-LUMO gap (alpha / beta): 7.3 / 9.5 eV
* E_LUMO (alpha / beta): 0.79 / -0.81 eV

```
! wB97M-V def2-TZVPD RIJCOSX def2/J DEFGRID3
* xyz 0 3
S 1.62231 0.64326 1.31662
O 0.95948 0.74545 2.59513
N 2.23135 -0.92626 1.25874
C -1.17748 1.41278 -0.31743
C -1.42472 0.04092 0.43781
C -0.35172 0.16836 -0.52665
C 0.02078 -0.51639 -1.71708
H 2.08383 -1.63746 2.03737
H 2.12016 -1.34104 0.28645
H -0.93596 2.34387 0.34452
H 0.48295 -1.53600 -1.53244
H 0.53655 0.21488 -2.42635
H -0.86776 -0.69858 -2.33413
H -1.11896 0.08793 1.45061
H -1.94152 1.63677 -1.10013
H -2.23930 -0.63851 0.22696
*
```

How is the electron density shared among the atoms? According to Löwdin, the charges in e are: S 0.824; O -0.552; N -0.280; C -0.099; C -0.131; C -0.433; C -0.112; H 0.087; H 0.047; H 0.123; H 0.092; H 0.107; H 0.079; H 0.054; H 0.094; H 0.099


--- b ---
C4H9NOS | wB97M-V/def2-TZVPD

* HOMO-LUMO gap (alpha / beta): 9.0 / 7.3 eV
* E_LUMO (alpha / beta): 0.84 / -0.87 eV

```
! wB97M-V def2-TZVPD RIJCOSX def2/J DEFGRID3
* xyz 0 3
S -1.56771 0.04821 1.47173
O -2.94324 2.44429 1.33822
N -0.10567 0.72374 0.97363
C -0.65584 -0.00723 -0.14770
C -1.21260 0.94463 -1.20575
C -0.32893 -1.35859 -0.71313
C 1.06414 0.46362 1.75337
H -0.32128 1.02725 -1.77782
H 0.82092 0.90961 2.71809
H 1.97368 0.88005 1.39871
H 0.32262 -1.16121 -1.56148
H -2.04929 0.50019 -1.82263
H -1.46721 1.90676 -0.66579
H 0.16561 -1.96432 -0.01454
H -1.19077 -1.87584 -1.10469
H 1.10846 -0.61842 1.83146
*
```

How is the electron density shared among the atoms? According to Löwdin, the charges in e are: S 0.916; O -0.179; N -0.466; C -0.709; C -0.071; C -0.066; C -0.131; H 0.063; H 0.086; H 0.073; H 0.087; H 0.107; H 0.080; H 0.055; H 0.087; H 0.068


--- c ---
C4H9NOS | wB97M-V/def2-TZVPD

* HOMO-LUMO gap (alpha / beta): 9.6 / 7.1 eV
* E_LUMO (alpha / beta): 1.01 / -1.13 eV

```
! wB97M-V def2-TZVPD RIJCOSX def2/J DEFGRID3
* xyz 0 3
S 0.39298 -2.71350 -1.15224
O 1.07833 -1.25821 -1.42874
N 0.03965 -0.50033 0.44777
C 2.30405 0.38023 -0.22419
C -0.94974 0.51636 0.91500
C 0.72908 -0.07945 -0.61750
C -2.29686 0.00100 0.46704
H -2.40549 0.15082 -0.62775
H -3.06901 0.57310 0.97447
H 2.56989 -0.46224 0.47827
H -0.82324 0.61037 1.95423
H -2.48455 -1.08404 0.58076
H -0.92891 1.47601 0.44791
H 2.94128 0.35768 -1.06527
H 2.31459 1.32851 0.17561
H 0.58795 0.70369 -1.32539
*
```

How is the electron density shared among the atoms? According to Löwdin, the charges in e are: S 0.677; O -0.664; N 0.062; C 0.027; C -0.253; C -0.500; C -0.101; H 0.084; H 0.071; H 0.098; H 0.096; H 0.081; H 0.098; H 0.055; H 0.033; H 0.135


The winner here is c, beating the second structure by 0.0185 hartree.


--- a ---
C5H6Cl2 | wB97M-V/def2-TZVPD

* HOMO-LUMO gap: 8.3 eV
* E_LUMO: -0.79 eV

```
! wB97M-V def2-TZVPD RIJCOSX def2/J DEFGRID3
* xyz 0 1
Cl 1.92436 -1.07174 0.75780
Cl -2.85533 0.71096 0.61948
C -2.75202 -0.95848 0.15789
C 0.79779 1.18371 0.05506
C -1.84504 -1.47297 -0.66119
C 1.92027 0.29816 -0.24286
C 2.16345 1.67247 0.52992
H 2.11544 2.13169 1.50343
H -3.55256 -1.54824 0.58294
H 2.33460 0.14883 -1.16384
H -1.07656 -0.93295 -1.15202
H 2.75231 2.35482 -0.11126
H -1.92672 -2.51626 -0.87535
*
```

How is the electron density shared among the atoms? According to Löwdin, the charges in e are: Cl 0.675; Cl 0.560; C -0.641; C 0.059; C -0.074; C -0.791; C -0.174; H 0.086; H 0.050; H 0.065; H 0.031; H 0.106; H 0.048


--- b ---
C5H6Cl2 | wB97M-V/def2-TZVPD

* HOMO-LUMO gap: 8.5 eV
* E_LUMO: -0.89 eV

```
! wB97M-V def2-TZVPD RIJCOSX def2/J DEFGRID3
* xyz 0 1
Cl 2.59664 1.46813 -0.36083
Cl 1.33590 3.57700 1.04573
C -1.28819 0.08567 -0.46955
C 1.36533 2.65659 -0.34693
C -1.05104 -1.39162 -0.73827
C 0.70103 -0.87691 1.07797
C -0.25778 -0.68000 0.27190
H -1.03756 0.65755 -1.36515
H -1.88581 -2.12863 -0.41780
H 1.24317 -1.87624 1.07278
H 1.18132 -0.21880 1.82210
H -0.67533 -1.73027 -1.62927
H -2.22767 0.45754 0.03734
*
```

How is the electron density shared among the atoms? According to Löwdin, the charges in e are: Cl 0.520; Cl 0.549; C -0.107; C -1.020; C -0.127; C -0.016; C -0.354; H 0.095; H 0.134; H 0.090; H 0.055; H 0.063; H 0.119


The winner here is b, beating the second structure by 0.0235 hartree.


--- a ---
C4H4INS | wB97M-V/def2-TZVPD

* HOMO-LUMO gap: 8.3 eV
* E_LUMO: -0.38 eV

```
! wB97M-V def2-TZVPD RIJCOSX def2/J DEFGRID3
* xyz 0 1
I 3.83104 -0.70184 -0.17751
S 3.57042 2.88765 0.44947
N 2.33820 -0.86452 1.26721
C 1.23623 -0.41628 0.94335
C 0.52652 -0.32727 -0.28266
C -0.80678 -0.49373 -0.43308
C 2.88238 1.87405 -0.50528
H 1.18942 -0.41890 -1.16019
H -1.16360 -0.71255 -1.45267
H -1.55206 -0.53173 0.45197
H 0.40243 -0.28156 1.71382
*
```

How is the electron density shared among the atoms? According to Löwdin, the charges in e are: I 0.853; S 0.595; N -0.336; C -0.463; C -0.256; C 0.036; C -0.781; H 0.052; H 0.065; H 0.097; H 0.135


--- b ---
C4H4INS | wB97M-V/def2-TZVPD

* HOMO-LUMO gap (alpha / beta): 5.9 / 6.7 eV
* E_LUMO (alpha / beta): -3.11 / -2.30 eV

```
! wB97M-V def2-TZVPD RIJCOSX def2/J DEFGRID3
* xyz 0 1
I -3.77271 0.61093 0.30816
S -1.30938 -2.25634 -0.23206
N -0.20046 -0.99638 -0.05854
C 0.74697 -0.57198 -0.96927
C 1.30279 0.62679 -0.56764
C -0.25252 -0.05658 0.94130
C 0.60186 0.98072 0.64786
H 0.53818 1.84578 1.08599
H 1.16285 -1.24862 -1.72082
H 2.09160 1.25860 -1.14119
H -0.90918 -0.19292 1.70621
*
```

How is the electron density shared among the atoms? According to Löwdin, the charges in e are: I 0.079; S 0.675; N -0.578; C -0.183; C -0.058; C -0.224; C -0.052; H 0.043; H 0.113; H 0.135; H 0.051


The winner here is b, beating the second structure by 0.0801 hartree.


--- a ---
C2HNaO4 | wB97M-V/def2-TZVPD

* HOMO-LUMO gap: 8.5 eV
* E_LUMO: -0.65 eV

```
! wB97M-V def2-TZVPD RIJCOSX def2/J DEFGRID3
* xyz 0 1
Na 0.76158 -1.40401 -1.05160
O 0.73759 2.16403 0.67732
O -1.98493 -1.26430 1.61865
O 1.69727 0.15724 0.37506
O -0.10028 0.72260 -0.85463
C -1.24821 -1.37695 0.76623
C 0.77687 0.95115 0.07095
H 1.46996 2.21310 1.30375
*
```

How is the electron density shared among the atoms? According to Löwdin, the charges in e are: Na 0.649; O 0.090; O 0.099; O -0.079; O -0.130; C 0.068; C -0.807; H 0.110


--- b ---
C2HNaO4 | wB97M-V/def2-TZVPD

* HOMO-LUMO gap: 7.6 eV
* E_LUMO: -0.93 eV

```
! wB97M-V def2-TZVPD RIJCOSX def2/J DEFGRID3
* xyz 0 1
Na 2.19818 -2.65043 1.40017
O 0.54835 -0.47572 0.31530
O 0.39797 -1.75962 0.89800
O 3.18679 -1.95325 -1.32407
O 3.24893 -0.54751 -1.50590
C 2.20383 0.05329 -1.24504
C 0.98338 -0.52463 -0.89245
H 0.27121 -0.77414 -1.69007
*
```

How is the electron density shared among the atoms? According to Löwdin, the charges in e are: Na 0.762; O -0.169; O -0.329; O -0.234; O -0.086; C 0.011; C -0.103; H 0.149


The winner here is a, beating the second structure by 0.4195 hartree.


--- a ---
CH13O5S | wB97M-V/def2-TZVPD

* HOMO-LUMO gap: 7.5 eV
* E_LUMO: 3.67 eV

```
! wB97M-V def2-TZVPD RIJCOSX def2/J DEFGRID3
* xyz -1 1
S 1.04260 -1.42890 0.40568
O -1.83279 -1.26848 -1.00612
O -2.43484 0.04418 1.46915
O -1.15579 2.33312 0.64886
O 2.65358 1.15559 1.05452
O -0.47368 1.41057 -1.89416
C 2.01590 -1.59607 -1.13975
H -1.65639 -0.33860 1.89462
H -0.75697 1.73711 -1.00911
H 2.92239 -2.17511 -0.94605
H 2.31710 -0.62046 -1.56572
H 0.29990 0.88673 -1.65820
H -1.68333 1.57751 0.95695
H 2.58517 1.56106 0.18403
H -1.64461 -0.49506 -1.56262
H 1.49386 -2.19141 -1.89318
H 2.31042 0.22542 0.91461
H -0.32014 2.28622 1.13233
H -0.93693 -1.49705 -0.61392
H -2.41029 -0.40758 0.59270
*
```

How is the electron density shared among the atoms? According to Löwdin, the charges in e are: S 0.295; O -0.156; O -0.087; O -0.075; O -0.168; O -0.095; C -0.619; H 0.042; H -0.004; H -0.010; H 0.000; H 0.003; H -0.004; H 0.000; H 0.011; H -0.003; H -0.118; H 0.052; H -0.086; H 0.021


--- b ---
CH13O5S | wB97M-V/def2-TZVPD

* HOMO-LUMO gap: 7.8 eV
* E_LUMO: 3.56 eV

```
! wB97M-V def2-TZVPD RIJCOSX def2/J DEFGRID3
* xyz -1 1
S -0.54992 0.85399 1.54814
O 1.24321 1.95551 -1.02352
O 0.23961 -1.54326 -2.36683
O 1.98271 -1.33790 0.07918
O -1.85543 -0.82727 -0.58353
O -1.59055 1.82162 -2.16295
C 0.20920 -0.22923 2.97426
H 1.14229 -0.92096 0.46540
H 1.74058 1.23274 -1.18278
H -0.51107 -1.09004 -2.04141
H -2.80278 -0.81013 -0.27818
H 2.50079 -0.59126 -0.20161
H -0.70313 1.88926 -1.69092
H 0.91791 -1.48311 -1.65893
H 0.53157 1.57034 -0.46839
H -0.24169 0.24691 3.87704
H -1.99308 1.01277 -1.76669
H -1.43350 -0.33442 0.17258
H -0.08804 -1.25191 3.16175
H 1.26133 -0.16366 3.14739
*
```

How is the electron density shared among the atoms? According to Löwdin, the charges in e are: S 0.324; O -0.059; O -0.077; O -0.090; O -0.189; O -0.119; C -0.535; H 0.022; H -0.053; H -0.046; H 0.061; H 0.016; H 0.015; H 0.001; H -0.077; H -0.017; H 0.008; H -0.159; H -0.004; H -0.019


The winner here is a, beating the second structure by 0.0409 hartree.


--- a ---
C9H34O8 | wB97M-V/def2-TZVPD

* HOMO-LUMO gap: 10.5 eV
* structure (SMILES): CCO.CO.CO.CO.CO.CO.CO.CO
* E_LUMO: 0.25 eV

```
! wB97M-V def2-TZVPD RIJCOSX def2/J DEFGRID3
* xyz 0 1
O -0.91088 -3.77605 5.14037
O 0.11946 -4.93309 -2.27585
O -1.27691 0.54128 2.14797
O -3.76407 4.09918 3.65931
O 5.87247 1.79255 1.77896
O 4.29302 -1.45034 -1.79430
O -5.87977 -0.81450 -1.75462
O 3.21279 2.27274 -5.25176
C 5.19264 3.08041 1.88593
C -1.04920 -4.76861 -3.05879
C -0.30980 0.55746 1.14308
C 5.30015 -2.31031 -2.22178
C -0.04795 1.98851 0.67534
C -4.55548 4.78647 2.71351
C -1.09401 -5.04388 4.49770
C 2.93912 3.67972 -5.30097
C -7.19256 -0.71520 -1.14352
H -0.95629 2.24921 0.13214
H -5.46615 4.23518 2.47928
H -0.39601 -5.37069 3.72693
H -0.94420 -5.35337 -3.97264
H 0.79370 -4.33928 -2.61404
H -7.78822 -1.51676 -1.58030
H 5.89608 1.43392 2.66913
H -0.49664 -0.12963 0.31778
H 5.09410 -3.32691 -2.55672
H 0.30806 2.66396 1.45321
H 4.62628 3.42448 1.02052
H -1.94618 -4.78660 3.86864
H -1.46141 -5.84435 5.13985
H 4.67376 3.14570 2.84228
H -4.11727 5.07626 1.75847
H -1.27461 -3.70619 -3.15123
H -1.87195 -5.21193 -2.49785
H -1.06067 -0.14045 2.78834
H 5.78780 -1.87431 -3.09367
H -5.10148 5.64283 3.10927
H 0.56208 0.11174 1.62190
H -1.18931 -3.94626 6.04320
H 3.16442 1.97213 -4.34132
H 6.15579 -2.25485 -1.54880
H 3.21034 4.05778 -6.28666
H 5.88001 3.85135 2.23418
H 0.65000 2.02946 -0.16089
H -3.44901 3.30439 3.22267
H -7.17301 -0.88803 -0.06748
H 1.86104 3.82484 -5.23184
H -7.76389 0.17220 -1.41589
H -5.28621 -0.88731 -1.00362
H 4.69920 -0.85312 -1.16190
H 3.53082 4.24828 -4.58349
*
```

How is the electron density shared among the atoms? According to Löwdin, the charges in e are: O -0.126; O -0.132; O -0.077; O -0.103; O -0.132; O -0.108; O -0.127; O -0.130; C -0.144; C -0.166; C -0.350; C -0.195; C -0.078; C -0.189; C -0.162; C -0.157; C -0.149; H 0.071; H 0.067; H 0.076; H 0.075; H 0.069; H 0.068; H 0.064; H 0.107; H 0.080; H 0.076; H 0.079; H 0.067; H 0.079; H 0.069; H 0.076; H 0.078; H 0.074; H 0.083; H 0.068; H 0.074; H 0.105; H 0.066; H 0.067; H 0.077; H 0.073; H 0.064; H 0.065; H 0.072; H 0.076; H 0.072; H 0.070; H 0.061; H 0.076; H 0.074


--- b ---
C9H34O8 | wB97M-V/def2-TZVPD

* HOMO-LUMO gap: 9.8 eV
* structure (SMILES): CCO.CO.CO.CO.CO.CO.CO.CO
* E_LUMO: 0.49 eV

```
! wB97M-V def2-TZVPD RIJCOSX def2/J DEFGRID3
* xyz 0 1
O -0.28153 3.70252 -1.60455
O 3.73519 -2.50762 1.69917
O 1.00002 1.63573 3.11003
O -1.20900 0.80016 -0.62606
O -3.22608 0.69177 1.27998
O 3.98525 -1.41575 -0.91205
O -4.53822 2.51677 -2.27416
O -0.51753 -5.78949 -0.02485
C 2.48306 -3.11058 1.97018
C -1.25531 3.66139 -2.63730
C 4.00057 0.00017 -0.86734
C -4.24916 1.28694 -2.90989
C 0.16962 0.38420 -0.45360
C 0.18158 -0.72578 0.58519
C 0.14345 -4.76030 -0.73087
C -3.45834 2.06906 1.50425
C 2.24518 1.05578 3.52312
H -3.99265 2.29331 2.42359
H -4.86224 3.13547 -2.93073
H 1.09282 -1.31489 0.44981
H 2.56822 -3.99956 2.59641
H -3.49636 0.68632 -2.39791
H 0.15626 -0.30430 1.58905
H -2.44595 0.63265 0.69018
H 2.06885 0.63684 4.51339
H -0.08795 -3.82238 -0.23544
H 3.86375 -1.77991 -0.01924
H -2.18630 3.22253 -2.27190
H -3.96779 2.49710 0.63346
H 1.20947 -4.91451 -0.89430
H 3.15295 1.65176 3.43614
H 4.28026 0.41986 0.10061
H -0.60445 -1.46645 0.43968
H -0.72538 4.06800 -0.83154
H -5.14818 0.66285 -2.94907
H -0.71866 -6.53724 -0.58820
H -1.39769 4.65229 -3.08920
H -1.17813 1.70747 -0.95729
H 2.99442 0.38958 -1.06339
H -3.86990 1.42080 -3.92800
H 0.78027 1.23975 -0.17337
H -0.30936 -4.66605 -1.72526
H 0.47589 -0.06010 -1.40618
H 2.05177 -3.47746 1.03684
H 2.47450 0.19319 2.87934
H 1.22115 2.54311 2.87122
H -2.48914 2.58681 1.59294
H 4.38210 -2.75161 2.36227
H -0.88326 3.07829 -3.48411
H 1.73674 -2.43223 2.38299
H 4.64523 0.31375 -1.68400
*
```

How is the electron density shared among the atoms? According to Löwdin, the charges in e are: O -0.125; O -0.121; O -0.126; O -0.110; O -0.143; O -0.134; O -0.130; O -0.115; C -0.136; C -0.151; C -0.158; C -0.164; C -0.259; C -0.070; C -0.170; C -0.174; C -0.148; H 0.072; H 0.077; H 0.050; H 0.090; H 0.071; H 0.067; H 0.026; H 0.078; H 0.060; H 0.023; H 0.058; H 0.065; H 0.076; H 0.080; H 0.077; H 0.079; H 0.083; H 0.078; H 0.072; H 0.083; H 0.049; H 0.053; H 0.078; H 0.107; H 0.081; H 0.113; H 0.061; H 0.058; H 0.073; H 0.069; H 0.092; H 0.088; H 0.070; H 0.076


The winner here is b, beating the second structure by 0.0774 hartree.